Record 1
{
  "formula": "C9H11P",
  "method": "wB97M-V/def2-TZVPD",
  "symbols": ["C", "C", "C", "C", "C", "C", "C", "C", "C", "P", "H", "H", "H", "H", "H", "H", "H", "H", "H", "H", "H"],
  "xyz": [[-1.78768, 2.09006, -0.00639], [-2.17537, 1.41025, 1.15817], [-0.97235, 1.71556, -1.09596], [-1.72813, 0.09119, 1.25242], [-0.47196, 0.47766, -0.95230], [-1.00069, -0.38077, 0.09684], [0.54885, -0.72499, -1.37468], [-0.19001, -1.46591, -0.23655], [0.18777, -2.68872, 0.49174], [3.88647, 0.93827, 0.69765], [-2.11402, 3.14215, -0.02698], [-2.46649, 2.06706, 2.01500], [-0.53497, 2.35338, -1.87818], [-2.19143, -0.45516, 1.93595], [0.56474, -1.03079, -2.39227], [1.62804, -0.48480, -0.97817], [0.96273, -2.39082, 1.07708], [0.49583, -3.41579, -0.18726], [-0.67868, -3.01294, 1.02988], [3.21080, 1.42590, -0.42316], [4.82655, 0.33920, -0.20282]],
  "forces_ev_per_a": [[-1.031, 3.084, 0.055], [2.067, 0.654, -0.805], [1.046, 0.031, -0.090], [0.628, 2.119, -4.137], [0.214, -3.291, 0.821], [0.673, 0.530, 1.132], [0.355, 2.259, 2.706], [-0.143, 0.236, -1.126], [-2.533, 1.002, -1.548], [0.420, -0.319, -0.106], [0.141, -0.378, -0.058], [-0.477, -1.120, -0.860], [-0.865, 0.233, 0.518], [-1.063, -2.937, 3.186], [-0.045, -0.523, -0.746], [-1.748, -0.273, -1.036], [2.418, 0.311, 2.289], [0.609, -1.494, -0.990], [-0.213, -0.448, 0.695], [-0.381, 0.292, -0.245], [-0.070, 0.032, 0.345]],
  "mulliken_charge": [-0.1298, -0.4490, -0.7822, -0.7606, 0.4123, 0.1648, -0.3126, 0.4140, -1.3442, -0.0470, 0.2613, 0.3194, 0.3416, 0.4604, 0.3587, -0.0495, 0.3249, 0.3904, 0.3541, 0.0256, 0.0473],
  "charge": 0,
  "e_above_lowest_ev": 3.723,
  "largest_force_ev_per_a": 4.690,
  "mol_weight_g_mol": 150.161,
  "gap_ev": [5.20, 8.93]
}


Record 2
{
  "formula": "C9H11PS",
  "method": "wB97M-V/def2-TZVPD",
  "symbols": ["C", "C", "C", "C", "C", "P", "C", "C", "S", "C", "C", "H", "H", "H", "H", "H", "H", "H", "H", "H", "H", "H"],
  "xyz": [[2.02706, 0.28832, -3.08336], [1.46171, -0.98732, -3.01376], [0.60774, -1.29968, -2.01832], [0.31809, -0.39081, -0.97078], [-0.55989, -0.69449, 0.13591], [0.40430, -0.56614, 1.71215], [-1.23887, -0.15148, 2.71943], [-2.14689, 0.75724, 2.01769], [-2.12678, 0.51638, 0.24554], [0.89832, 0.85429, -1.05774], [1.69474, 1.22981, -2.15346], [2.54868, 0.70385, -3.84825], [1.57499, -1.82107, -3.68513], [0.34216, -2.32185, -1.77378], [-0.92093, -1.66831, 0.12249], [0.77140, 0.69061, 1.53488], [-0.94764, -0.03277, 3.83444], [-1.74076, -1.09737, 2.74626], [-3.15030, 0.70610, 2.42548], [-1.77278, 1.74507, 2.23414], [0.41633, 1.51136, -0.39367], [2.05580, 2.28122, -2.20283]],
  "forces_ev_per_a": [[-1.575, -0.498, 1.040], [0.348, -0.130, -0.775], [-0.453, -0.264, 3.245], [1.116, 0.092, -2.505], [-0.984, 2.075, 1.719], [-2.611, -1.649, 1.368], [2.744, -2.461, 1.612], [0.302, 1.858, 0.458], [1.210, -1.385, -0.670], [-0.580, -0.080, -1.330], [-0.323, 0.794, 1.973], [1.801, 0.197, -2.560], [0.759, 0.327, -0.705], [-0.426, -0.185, -0.792], [-0.891, -1.723, -0.333], [0.732, 2.308, -0.224], [-0.668, 0.668, -1.816], [-0.101, -1.056, -0.001], [-0.289, -0.173, -0.178], [-0.189, 0.751, -0.183], [0.309, 1.519, 0.813], [-0.233, -0.988, -0.158]],
  "mulliken_charge": [-0.5168, -0.5029, -0.4793, 0.5286, -0.6958, 0.1019, -0.8939, -0.3872, -0.1074, -0.2929, -0.6271, 0.4415, 0.3640, 0.2790, 0.7270, 0.0011, 0.3643, 0.3161, 0.3611, 0.2910, 0.4033, 0.3244],
  "charge": 0,
  "e_above_lowest_ev": 1.397,
  "smiles": "c1ccc([C@H]2PCCS2)cc1",
  "largest_force_ev_per_a": 4.023,
  "mol_weight_g_mol": 182.228,
  "gap_ev": 9.33
}


Record 3
{
  "formula": "C9H12ClFN2O",
  "method": "wB97M-V/def2-TZVPD",
  "symbols": ["C", "C", "C", "O", "C", "C", "C", "N", "N", "C", "F", "C", "C", "Cl", "H", "H", "H", "H", "H", "H", "H", "H", "H", "H", "H", "H"],
  "xyz": [[-2.65351, -1.83809, 1.74642], [-1.85073, -1.04795, 0.69079], [-1.90975, -1.73332, -0.67841], [-0.47491, -0.94765, 1.17073], [0.22318, 0.16925, 0.73995], [1.05995, 0.10774, -0.38609], [1.84855, 1.21464, -0.75037], [2.74939, 1.20746, -1.86429], [2.88848, 0.02910, -2.67264], [1.79394, 2.38418, 0.04067], [2.54299, 3.43646, -0.33786], [0.88856, 2.44077, 1.12235], [0.11354, 1.34557, 1.48260], [-0.88526, 1.41636, 2.94240], [-2.15543, -2.76583, 1.97744], [-2.73546, -1.30876, 2.67586], [-3.65173, -2.05158, 1.35597], [-2.27059, -0.05749, 0.55625], [-1.51109, -1.11718, -1.50950], [-2.95199, -2.02856, -0.91241], [-1.34780, -2.65777, -0.70308], [1.10150, -0.81239, -0.94832], [3.30094, 2.06279, -2.02505], [2.83581, -0.80123, -2.06737], [2.17090, 0.01323, -3.39532], [0.88052, 3.34025, 1.74926]],
  "forces_ev_per_a": [[0.325, 0.384, -0.865], [-0.005, -0.829, 0.015], [-0.236, 0.016, -0.472], [-0.171, 0.365, -0.642], [-0.501, -0.359, 0.144], [-0.017, 0.702, 0.521], [1.209, 0.345, -1.177], [-1.328, -0.492, 1.118], [0.312, 1.103, 0.714], [-1.837, -1.378, 0.586], [-0.036, 0.041, 0.253], [1.288, 0.904, -0.320], [0.274, -0.090, 0.033], [0.466, -0.028, -0.853], [0.209, -0.460, -0.134], [-0.063, 0.500, 0.380], [0.092, 0.024, 0.099], [0.016, 0.404, 0.304], [-0.315, -0.095, 0.542], [0.445, 0.425, 0.045], [0.273, -0.282, 0.295], [-0.069, -0.021, 0.025], [-0.296, -1.357, -0.129], [0.105, 0.636, -0.520], [-0.041, -0.141, 0.405], [-0.099, -0.318, -0.366]],
  "mulliken_charge": [-1.4192, 0.7511, -1.4612, -0.4583, -0.2367, -0.6709, 0.6401, -0.0926, -0.7419, 0.3580, -0.3224, -0.3214, 0.2850, -0.2004, 0.3431, 0.3152, 0.4008, 0.2701, 0.3233, 0.4162, 0.3400, 0.2987, 0.2234, 0.3117, 0.2505, 0.3980],
  "charge": 0,
  "smiles": "CC(C)Oc1cc(NN)c(F)cc1Cl",
  "largest_force_ev_per_a": 2.370,
  "mol_weight_g_mol": 218.659,
  "gap_ev": 8.84
}


Record 4
{
  "formula": "C9H12ClN2O2",
  "method": "wB97M-V/def2-TZVPD",
  "symbols": ["C", "C", "C", "C", "C", "C", "C", "C", "C", "N", "N", "O", "O", "Cl", "H", "H", "H", "H", "H", "H", "H", "H", "H", "H", "H", "H"],
  "xyz": [[-0.70958, -2.19177, -2.28827], [0.28192, -2.51193, -1.66604], [0.40162, 0.26683, 0.75150], [2.31414, -0.73058, 1.99596], [3.07066, 0.54143, 1.79497], [1.23911, 1.29752, 0.42902], [-1.72609, 0.54539, -0.44276], [-1.03170, 1.12129, -1.56027], [-3.22318, 0.50544, -0.47638], [0.99237, -0.72835, 1.46924], [-0.99277, 0.13067, 0.62065], [2.72643, -1.72543, 2.56328], [2.60138, 1.22202, 0.65239], [1.79127, -2.57468, -0.92821], [-1.46148, -2.36025, -2.89747], [2.84951, 1.23377, 2.73791], [4.14974, 0.43499, 1.95090], [0.98321, 2.19682, -0.17130], [-1.68298, 0.86005, -2.48230], [0.06596, 0.84098, -1.65098], [-0.97390, 2.22635, -1.59376], [-3.43440, -0.33422, 0.11233], [-3.66496, 0.33250, -1.57139], [-3.69089, 1.45239, -0.07529], [0.53376, -1.60554, 1.40821], [-1.40918, -0.44569, 1.31806]],
  "forces_ev_per_a": [[4.016, -0.580, 3.029], [0.648, 1.030, -0.001], [1.970, 2.038, 0.015], [-0.429, -1.931, 0.478], [-1.332, 1.763, 3.268], [-0.163, 0.290, -0.893], [1.221, 0.318, 1.778], [0.677, 0.345, -2.937], [-0.201, 0.499, -2.036], [0.762, -0.721, 1.038], [-1.117, 1.352, -2.896], [-0.389, 1.367, -0.757], [-0.620, 0.223, -0.820], [-1.154, -0.280, -0.601], [-3.459, -0.289, -2.564], [0.020, -1.341, -1.561], [-0.190, -0.197, -1.282], [0.146, -0.814, 0.800], [1.467, 0.385, 1.248], [-1.511, -0.188, -0.019], [-0.433, -0.279, 0.423], [-1.308, -1.099, 1.043], [1.255, 0.416, 2.433], [0.661, -1.007, -0.259], [0.126, -1.084, 0.313], [-0.661, -0.215, 0.759]],
  "mulliken_charge": [-0.2117, -0.2028, 0.1523, 0.3061, -0.2876, -0.3913, 1.0159, -1.3806, -1.1776, -0.2172, 0.0293, -0.5567, -0.3511, -0.0577, 0.5038, 0.2307, 0.3604, 0.3987, 0.3178, 0.4773, 0.3545, 0.4142, 0.3590, 0.3053, 0.3036, 0.3055],
  "charge": 1,
  "e_above_lowest_ev": 3.460,
  "largest_force_ev_per_a": 5.063,
  "mol_weight_g_mol": 215.660,
  "gap_ev": [7.36, 7.36]
}


Record 5
{
  "formula": "C9H12ClN2O5",
  "method": "wB97M-V/def2-TZVPD",
  "symbols": ["C", "C", "Cl", "C", "N", "C", "C", "N", "C", "C", "C", "O", "O", "H", "H", "H", "H", "H", "H", "H", "H", "H", "H", "H", "H", "C", "O", "O", "O"],
  "xyz": [[0.82798, -1.95139, 0.78185], [-0.28547, -1.72480, -0.23937], [-0.32737, -3.09338, -1.43112], [-0.09613, -0.44243, -1.05882], [-0.87026, 0.68748, -0.57251], [-1.83416, 0.71202, 0.39204], [-2.31543, 1.95514, 0.52870], [-1.61553, 2.69987, -0.39290], [-0.72558, 1.95071, -1.05265], [0.21187, 2.44000, -2.08129], [1.08388, 3.53979, -1.47877], [0.69345, 4.29411, -0.61683], [2.39536, 3.65386, -1.92459], [0.57233, -2.79102, 1.44500], [1.00530, -1.03358, 1.35082], [1.72469, -2.22499, 0.21691], [-1.23384, -1.78632, 0.29178], [0.97725, -0.20749, -1.04473], [-0.37751, -0.65366, -2.09381], [-2.18726, -0.10746, 0.99498], [-3.07397, 2.26979, 1.22074], [-1.74914, 3.68915, -0.51968], [0.86991, 1.63371, -2.40973], [-0.30077, 2.79549, -3.00201], [2.92890, 3.36608, -1.17172], [0.89498, -4.92913, 3.45567], [-0.22864, -5.13147, 2.90712], [1.53370, -3.80852, 3.32772], [1.50146, -5.80153, 4.17719]],
  "forces_ev_per_a": [[-0.297, -0.457, -0.671], [0.312, -0.302, 0.373], [-0.012, 0.187, 0.236], [0.009, -0.810, -0.269], [0.280, 0.264, -0.397], [-0.682, -0.833, 1.044], [0.479, -0.268, -0.422], [-0.989, 1.263, 0.262], [0.225, -0.366, 0.335], [0.656, -0.025, -0.243], [0.258, 0.909, 0.897], [-0.188, -0.400, -0.641], [-0.879, -1.044, -0.118], [0.325, 0.198, 0.248], [-0.040, -0.144, 0.096], [0.105, 0.134, 0.289], [-0.115, 0.123, -0.372], [-0.201, 0.203, 0.071], [-0.057, 0.233, 0.106], [0.434, -0.317, -0.312], [0.057, 0.456, -0.201], [0.351, 0.045, -0.125], [-0.152, 0.028, 0.038], [-0.046, 0.197, 0.142], [0.299, 0.361, -0.062], [1.219, -0.027, 0.695], [-0.268, 0.131, -0.231], [-0.502, 0.549, -0.568], [-0.581, -0.289, -0.198]],
  "mulliken_charge": [-1.2705, 0.2683, -0.2252, -0.8281, 0.4524, -0.2070, -0.6405, 0.0258, -0.0849, -0.5611, 0.2760, -0.4196, -0.4074, 0.3992, 0.3066, 0.3116, 0.2178, 0.4119, 0.3965, 0.3452, 0.4350, 0.2576, 0.2029, 0.4558, 0.3500, 0.6876, -0.7268, -0.7012, -0.7282],
  "charge": -1,
  "e_above_lowest_ev": 0.000,
  "largest_force_ev_per_a": 1.625,
  "mol_weight_g_mol": 263.657,
  "gap_ev": 1.64
}


Record 6
{
  "formula": "C9H12ClNP",
  "method": "wB97M-V/def2-TZVPD",
  "symbols": ["Cl", "P", "C", "C", "C", "C", "C", "C", "C", "N", "C", "C", "H", "H", "H", "H", "H", "H", "H", "H", "H", "H", "H", "H"],
  "xyz": [[2.52495, -1.15184, 1.49024], [1.61299, -2.00410, -0.03737], [0.16479, -0.73846, -0.44579], [-0.90344, -1.61955, -1.02407], [-1.89823, -2.14026, -0.28229], [-2.20833, -1.56547, 1.04131], [-1.46019, -0.57884, 1.49543], [-0.33664, -0.00465, 0.79349], [0.23524, 1.11081, 1.27125], [1.47454, 1.59661, 0.62170], [1.05598, 1.73109, -0.82926], [0.70091, 0.32573, -1.41295], [0.65369, -2.84448, 0.48861], [-0.70207, -2.11979, -1.90536], [-2.48135, -2.80742, -0.88693], [-2.98754, -1.87703, 1.65212], [-1.79835, -0.41592, 2.57558], [0.10145, 1.51296, 2.21538], [2.13762, 0.79426, 0.69238], [1.60341, 2.55913, 0.93052], [1.86962, 2.11972, -1.32276], [0.16307, 2.39119, -0.82818], [1.56200, -0.12485, -1.99784], [-0.10465, 0.46176, -2.17678]],
  "forces_ev_per_a": [[0.840, 0.401, 1.807], [-1.370, -0.004, -2.594], [-0.013, 1.124, 1.017], [0.375, -0.168, 2.466], [-0.038, 1.497, -0.732], [1.137, -0.805, -2.639], [-0.797, -0.046, 2.961], [0.076, -0.177, 0.268], [0.991, -1.551, -0.812], [-2.690, -0.514, -1.436], [-1.892, -1.754, 0.522], [0.248, -0.034, -1.928], [-0.068, -0.539, 1.107], [0.472, -0.498, -2.101], [-0.740, -0.555, 0.682], [-1.337, -0.959, 0.680], [1.235, 1.072, -1.531], [-0.738, 0.756, 1.573], [0.651, 1.387, 0.503], [1.280, -0.501, 0.490], [1.614, 1.146, -1.408], [0.800, -0.311, -0.089], [-0.748, 0.787, 0.688], [0.713, 0.245, 0.505]],
  "mulliken_charge": [-0.1917, 0.2230, 1.3472, -1.3443, -0.4461, -0.4587, -0.8697, 1.0693, -1.4454, 0.1202, -0.7094, -0.7776, 0.1332, 0.4352, 0.4342, 0.4947, 0.2113, 0.5238, 0.2275, 0.3657, 0.4560, 0.4041, 0.3985, 0.3986],
  "charge": 1,
  "e_above_lowest_ev": 1.358,
  "smiles": "ClP[C@@]12C=CC=CC1=C[NH2+]CC2",
  "largest_force_ev_per_a": 3.092,
  "mol_weight_g_mol": 200.629,
  "gap_ev": 8.32
}